A 2-piece molecular cluster, C2H9NOS overall. Source: the OMol25 dataset; level of theory: wB97M-V/def2-TZVPD.

ORCA input file:
```
! wB97M-V def2-TZVPD RIJCOSX def2/J DEFGRID3
* xyz 0 1
N 2.10985 -2.50496 -1.83605
C 1.75078 -1.49921 -0.81538
O 0.88300 -2.06527 0.08739
H 2.43065 -3.33341 -1.29595
H 1.35786 -2.85771 -2.38990
H 2.74326 -1.18539 -0.32635
H 1.20670 -0.61662 -1.30293
H 1.20566 -2.72927 0.66508
C -1.92759 2.83807 0.84890
S -2.95069 1.82853 1.98543
H -1.90411 3.84945 1.31821
H -1.01919 2.32749 0.49321
H -2.51928 3.00283 -0.06888
H -3.36690 2.94546 2.63722
*
```

Summary:
HOMO level = -8.9 eV
gap between HOMO and LUMO = 9.731 eV
energy = -16591.6695 eV
energy relative to the best compared isomer or geometry (same formula, charge and spin) = 96.2 kJ/mol
structure (SMILES) = NCO.CS

Atomic partial charges in e from the natural (NBO) method, atoms 1 to 8: number 1, N, carries -0.851; number 2, C, carries 0.092; number 3, O, carries -0.739; number 4, H, carries 0.338; number 5, H, carries 0.358; number 6, H, carries 0.152; number 7, H, carries 0.177; number 8, H, carries 0.472